DFT (wB97M-V/def2-TZVPD) results for C4H4N4 in the gas phase in a non-equilibrium geometry.

The geometry in XYZ format:
```
12
Properties=species:S:1:pos:R:3:lowdin_charge:R:1
C -1.5157 0.9465 -0.0222 -0.18
N -2.1123 -0.1371 -0.2302 0.04
N -1.1467 -1.2556 -0.0947 0.09
C 0.0099 -0.6795 0.2398 -0.35
N 1.2657 -1.0180 0.1871 0.02
N 2.0543 0.0318 -0.2730 0.08
C 1.2742 1.1033 -0.2019 -0.09
C -0.0609 0.8460 0.3717 -0.17
H -1.9293 1.9217 -0.3043 0.11
H 1.5119 -1.9226 -0.1881 0.15
H 1.8022 2.0357 -0.3640 0.11
H -0.0571 1.3207 1.4072 0.18
```

energy = -373.725324 Ha
SMILES = C1=NN=C2NN=C[C@@H]12
charge = 0
energy relative to the best compared isomer or geometry (same formula, charge and spin) = 75.0 kcal per mole

DFT (wB97M-V/def2-TZVPD) results for a molecular structure, C19H51As3N3O6PPtSe in a non-equilibrium geometry.

The geometry in XYZ format:
```
85
Properties=species:S:1:pos:R:3:lowdin_charge:R:1
Pt 0.2812 -0.6964 -0.6252 0.69
C 2.1421 -1.4428 2.4341 -0.26
As 0.5066 -0.7387 1.6742 1.02
C 0.3351 0.9955 2.5168 -0.26
C -0.8160 -1.8254 2.6294 -0.30
C -2.1956 -1.9898 1.9518 -0.66
C -2.7379 -0.6935 1.3619 -0.08
C -2.0367 -3.0602 0.8530 -0.30
As -0.7314 -2.7749 -0.6012 1.05
C -1.8168 -3.2450 -2.1246 -0.24
C 0.4587 -4.2797 -0.3402 -0.24
C -3.1772 -2.5822 2.9795 -0.38
As -3.9589 -1.6153 4.5375 1.13
C -2.6442 -0.2257 5.0137 -0.36
C -5.2457 -0.4354 3.6308 -0.35
H 2.0720 -1.4407 3.5225 0.04
H 2.9833 -0.8449 2.0931 0.03
H 2.2846 -2.4572 2.0659 0.02
H 0.3511 0.8463 3.5972 0.04
H -0.5999 1.4506 2.2043 0.01
H 1.1603 1.6346 2.2111 0.03
H -0.8913 -1.4108 3.6338 0.05
H -0.3567 -2.8139 2.7321 0.08
H -2.1309 -0.3262 0.5304 0.04
H -2.7846 0.0970 2.1115 0.06
H -3.7536 -0.8553 0.9936 0.09
H -2.9920 -3.2477 0.3572 0.08
H -1.7325 -3.9964 1.3301 0.08
H -2.2540 -4.2174 -1.8912 0.04
H -1.1887 -3.2966 -3.0089 0.02
H -2.5913 -2.4920 -2.2480 0.04
H -0.1341 -5.1875 -0.2237 0.04
H 1.0604 -4.1128 0.5524 0.02
H 1.1038 -4.3473 -1.2136 0.02
H -2.7273 -3.4795 3.4146 0.06
H -4.0711 -2.9308 2.4496 0.07
H -1.7938 -0.6665 5.5328 0.01
H -3.1504 0.4402 5.7133 0.02
H -2.2946 0.3632 4.1670 0.00
H -5.8872 -1.0370 2.9872 0.02
H -4.7732 0.3438 3.0369 0.01
H -5.8700 0.0259 4.3951 0.01
C 5.1439 -2.5962 -1.4829 -0.08
C 3.8169 -2.6915 -0.7541 -0.33
O 3.3242 -1.4165 -0.3701 -0.17
H 5.5412 -3.5907 -1.6964 0.07
H 5.8735 -2.0513 -0.8821 0.07
H 5.0182 -2.0749 -2.4332 0.08
H 3.9298 -3.2729 0.1667 0.11
H 3.0768 -3.1930 -1.3863 0.09
H 3.0330 -0.9613 -1.1868 0.01
C -1.7282 3.0892 -2.9646 -0.09
N -0.2895 2.8587 -2.8667 -0.29
C 0.2046 2.0861 -4.0070 -0.11
P 0.3714 2.7166 -1.3665 0.57
O -0.0405 1.5903 -0.4605 -0.41
N 2.0011 2.7188 -1.6087 -0.29
C 2.9116 2.0754 -0.6771 -0.10
C 2.6902 3.4200 -2.6761 -0.10
N -0.1682 4.1258 -0.6403 -0.31
C 0.2371 5.3854 -1.2447 -0.12
C -0.2459 4.2095 0.8042 -0.11
H -1.9400 3.5968 -3.9084 0.09
H -2.0759 3.7138 -2.1452 0.07
H -2.2724 2.1398 -2.9542 0.09
H 0.2473 2.7340 -4.8867 0.10
H -0.4602 1.2461 -4.2083 0.07
H 1.1920 1.6834 -3.8146 0.04
H 2.3677 1.4384 0.0160 0.05
H 3.4765 2.8212 -0.1052 0.09
H 3.6093 1.4447 -1.2291 0.08
H 1.9932 3.9868 -3.2886 0.07
H 3.2176 2.7046 -3.3143 0.10
H 3.4229 4.1176 -2.2570 0.09
H 0.2207 5.3121 -2.3300 0.07
H 1.2450 5.6851 -0.9277 0.08
H -0.4586 6.1726 -0.9454 0.08
H -0.5212 3.2461 1.2167 0.04
H -1.0071 4.9410 1.0869 0.09
H 0.7067 4.5281 1.2509 0.09
O 1.2263 -0.6726 -4.9157 -0.43
Se 1.0190 -1.1138 -3.3951 0.74
O -0.4598 -0.6407 -2.6540 -0.62
O 1.9920 -0.2420 -2.3965 -0.54
O 1.1566 -2.7020 -3.0995 -0.50
```

energy = -10939.643599 Ha
charge = 0
energy relative to the best compared isomer or geometry (same formula, charge and spin) = 0.0 kcal per mole

DFT (wB97M-V/def2-TZVPD) results for 2 unconnected molecules or ions with the total composition C5H12N2O in a non-equilibrium geometry.

The geometry in XYZ format:
```
20
Properties=species:S:1:pos:R:3:lowdin_charge:R:1
C 1.2881 -1.4891 1.4185 -0.02
C -0.2917 0.4850 1.0809 -0.39
C 0.9170 -0.1683 0.7841 -0.46
N -1.2978 -0.0120 1.8948 0.13
N -0.5171 1.7603 0.6103 0.14
O 1.6907 0.3298 -0.1146 -0.08
H 0.9616 -0.0071 -1.4381 0.09
H -1.6919 0.6561 2.5435 0.10
H -1.1287 -0.9140 2.3088 0.08
H -1.4420 1.9342 0.2360 0.10
H 0.2300 2.0794 0.0076 0.10
H 0.9656 -2.3340 0.8012 0.09
H 0.8717 -1.6222 2.4205 0.07
H 2.3744 -1.5362 1.4951 0.08
C -0.0752 -0.3261 -1.9463 -0.21
C -0.6520 0.6826 -2.7170 -0.04
H -0.7324 1.6944 -2.3394 0.03
H -0.0090 -1.3007 -2.4272 0.08
H -0.4727 -0.4312 -0.8859 0.07
H -0.9887 0.5193 -3.7328 0.04
```

energy = -382.345672 Ha
charge = 0
energy relative to the best compared isomer or geometry (same formula, charge and spin) = 98.4 kcal per mole